A structure of composition C36H37Br2F4N4OS2SiTi at a distorted geometry, computed with the ωB97M-V functional and the def2-TZVPD basis.

## Properties
LUMO (hartree): 0.0808
Net charge: -1
Relative energy (zero: lowest compared OMol25 entry of this formula, charge and spin) (kJ/mol): 0.0
Multiplicity: 1
F_max (eV/A): 1.14

Each line ends with the Mulliken charge.
Geometry (Å):
Ti -0.677 -0.396 -0.253  -0.640
C 3.040 3.818 0.367  -1.350
C 3.151 2.517 -0.419  -0.559
N 2.719 1.348 0.328  1.178
C 3.399 1.143 1.591  -0.543
C 4.894 0.824 1.498  -1.717
C 2.681 0.186 -0.542  0.365
C 2.267 -1.124 0.120  -2.072
N 0.926 -1.119 0.737  1.549
C 0.756 -1.892 1.870  0.091
C -0.305 -1.606 2.750  -0.011
F -1.158 -0.639 2.404  -0.513
C -0.530 -2.278 3.922  0.430
F -1.564 -1.905 4.692  -0.335
C 0.273 -3.330 4.319  -0.766
C 1.288 -3.668 3.461  0.180
F 2.084 -4.713 3.757  -0.347
C 1.525 -2.991 2.279  0.113
F 2.496 -3.493 1.485  -0.375
H 3.157 4.670 -0.306  0.443
H 2.059 3.891 0.844  0.194
H 3.806 3.901 1.143  0.331
H 2.509 2.576 -1.302  0.188
H 4.185 2.403 -0.797  0.516
H 3.259 2.038 2.199  0.738
H 2.882 0.341 2.124  0.116
H 5.455 1.653 1.057  0.337
H 5.298 0.638 2.497  0.457
H 5.078 -0.066 0.892  0.273
H 2.010 0.428 -1.365  -1.160
H 3.664 -0.008 -1.007  0.378
H 2.344 -1.898 -0.642  0.369
H 3.008 -1.366 0.876  1.049
H 0.094 -3.871 5.238  0.499
Br -1.459 3.563 -2.581  -0.164
C -1.107 3.667 -0.725  0.643
C -1.396 4.905 -0.111  -0.434
C -1.197 5.074 1.218  -0.075
Br -1.591 6.767 1.988  -0.270
C -0.721 4.006 2.018  1.346
C -0.514 4.081 3.412  -1.020
C -0.075 2.981 4.088  -1.275
C 0.147 1.790 3.368  -0.319
N -0.021 1.693 2.079  0.848
C -0.439 2.772 1.385  -1.328
C -0.615 2.585 -0.036  -0.697
O -0.312 1.420 -0.605  1.331
H -1.778 5.714 -0.716  0.461
H -0.717 5.008 3.930  0.363
H 0.074 3.005 5.161  0.430
H 0.477 0.890 3.885  0.438
S -2.886 0.524 0.017  -0.462
C -3.923 -0.712 0.709  0.870
C -5.213 -0.380 1.135  -0.795
C -6.061 -1.340 1.664  -0.532
C -5.626 -2.657 1.774  -0.575
C -4.349 -2.995 1.354  -0.830
C -3.484 -2.032 0.822  0.103
S -1.888 -2.496 0.272  -0.468
H -5.538 0.651 1.046  0.432
H -7.057 -1.061 1.992  0.348
H -6.277 -3.418 2.189  0.343
H -3.997 -4.018 1.434  0.406
C -3.476 -1.855 -2.666  -1.002
Si -1.666 -2.215 -2.891  0.032
C -1.363 -1.918 -4.731  -1.205
C -1.288 -4.038 -2.710  -1.155
N -0.555 -1.127 -2.019  1.262
C 0.509 -0.632 -2.853  -0.401
C 1.623 -1.420 -3.148  -0.059
C 2.665 -0.927 -3.922  -0.942
C 2.613 0.364 -4.428  -0.577
C 1.489 1.144 -4.177  -0.701
C 0.446 0.644 -3.411  0.330
H -4.004 -2.106 -3.595  0.537
H -3.637 -0.797 -2.449  0.221
H -3.918 -2.432 -1.851  0.243
H -2.113 -2.473 -5.309  0.413
H -0.370 -2.257 -5.047  0.296
H -1.448 -0.857 -4.994  0.284
H -1.919 -4.593 -3.418  0.384
H -1.479 -4.411 -1.705  0.344
H -0.241 -4.243 -2.967  0.274
H 1.662 -2.430 -2.752  0.346
H 3.523 -1.556 -4.128  0.435
H 3.435 0.757 -5.015  0.407
H 1.420 2.150 -4.578  0.422
H -0.438 1.227 -3.221  0.284